(1)
Entry from the Open Molecules 2025 dataset: a 9-piece molecular cluster, C24H60O12S6 overall at a distorted geometry (ωB97M-V/def2-TZVPD).

The geometry in ORCA input format:
```
! RIJCOSX wB97M-V def2-TZVPD def2/J DEFGRID3
* xyz 0 1
O 4.8509 -0.9482 1.4077
C 4.5800 0.1717 1.0401
O 3.9131 0.4395 -0.0575
C 3.5914 -0.6408 -0.9495
C 3.9226 -0.2106 -2.3656
C 4.8606 1.4527 1.7768
H 2.4980 -0.8873 -0.7956
H 4.1103 -1.5715 -0.6508
H 3.5886 -0.9624 -3.0666
H 4.9885 -0.1184 -2.3951
H 3.4216 0.6988 -2.7499
H 5.2175 1.2799 2.7950
H 3.9016 1.9873 1.8242
H 5.5503 2.0890 1.2646
O 1.3307 3.8826 -1.0999
C 0.9076 4.7850 -1.7359
O -0.3874 5.1810 -1.6711
C -1.1906 4.5445 -0.5855
C -2.5249 4.2172 -1.2598
C 1.4938 5.5210 -2.9074
H -1.2539 5.2991 0.2474
H -0.7591 3.6145 -0.2911
H -3.1040 5.1361 -1.4478
H -3.2043 3.5928 -0.7145
H -2.3947 3.6562 -2.1818
H 1.7572 6.6045 -2.6469
H 0.7397 5.5667 -3.6912
H 2.4458 5.0199 -3.2288
O -2.6415 -2.7357 -3.3944
C -1.8277 -3.6084 -3.2626
O -1.7743 -4.2432 -2.0807
C -2.5772 -3.7722 -0.9777
C -1.9258 -4.1641 0.3458
C -0.7686 -4.0678 -4.1690
H -3.5357 -4.2335 -1.1391
H -2.7114 -2.6469 -1.1368
H -1.8206 -5.2465 0.3791
H -2.4664 -3.9303 1.3012
H -1.0169 -3.6201 0.4237
H -1.0013 -3.9016 -5.2190
H -0.5962 -5.1258 -4.0891
H 0.1970 -3.5923 -3.8705
C -5.4495 2.6106 2.9385
S -4.4661 1.6873 1.7435
O -5.2724 1.6586 0.4620
C -4.7205 0.1524 2.5890
H -6.4208 2.1527 2.9112
H -5.6187 3.6290 2.5521
H -5.1300 2.5395 4.0334
H -4.2793 -0.6614 2.0310
H -5.7871 -0.0181 2.5824
H -4.2970 0.2510 3.5508
C 5.9898 -3.6551 3.3557
S 4.5991 -4.8327 3.0531
O 3.4741 -4.2762 3.8907
C 4.2178 -4.2902 1.3857
H 5.6337 -2.7438 2.9834
H 6.7849 -4.0329 2.7421
H 6.1744 -3.7886 4.4310
H 5.0940 -4.4077 0.7005
H 3.9171 -3.2548 1.4342
H 3.4553 -4.9814 0.9028
C 0.0668 -0.9883 2.3932
S -0.8412 -0.8551 0.8121
O -2.2632 -0.9072 1.2206
C -0.3105 0.8394 0.4165
H 1.1183 -0.9123 2.3107
H -0.1625 -1.9922 2.8091
H -0.3390 -0.3057 3.1273
H -0.5256 1.4088 1.3220
H -0.9742 1.0599 -0.4477
H 0.7367 0.8320 0.0952
C -1.3341 0.0020 -4.8329
S -0.5991 -0.0176 -3.2203
O 0.5112 -1.0414 -3.1950
C 0.2382 1.5478 -3.3838
H -0.4660 0.0734 -5.5381
H -1.9726 0.8596 -4.9964
H -1.9488 -0.8948 -5.0274
H 0.5140 1.5300 -4.4772
H 1.1101 1.5723 -2.7325
H -0.4525 2.3656 -3.1480
C 1.9066 -1.7541 5.2884
S 3.0708 -0.6695 4.4757
O 2.3526 0.3405 3.6188
C 3.6155 0.1853 5.9935
H 1.1753 -1.3368 6.0361
H 2.5413 -2.4545 5.8414
H 1.5599 -2.3478 4.5008
H 4.6736 0.2130 5.9187
H 3.2439 -0.3916 6.7509
H 3.2325 1.2037 6.0115
C -5.4740 2.4619 -2.6082
S -4.4025 1.3966 -3.5108
O -3.0617 2.0516 -3.7343
C -4.0511 0.3070 -2.1541
H -6.3176 1.9238 -2.3338
H -5.7437 3.1942 -3.3676
H -4.7670 2.8288 -1.8269
H -3.3563 -0.4822 -2.5041
H -5.0453 -0.0212 -1.7554
H -3.5419 0.9245 -1.3954
*
```

Values from the calculation:
E = -115437.416 eV
HOMO = -8.4 eV
Orbital gap = 0.323 Ha
ΔE to the lowest compared entry with this formula, charge and spin = 26.64 kJ/mol

Here are the Löwdin charges for atoms 1 to 99, given in e:
1. O 0.06
2. C -0.55
3. O 0.00
4. C -0.20
5. C -0.06
6. C 0.02
7. H 0.13
8. H 0.11
9. H 0.07
10. H 0.07
11. H 0.08
12. H 0.08
13. H 0.09
14. H 0.08
15. O 0.10
16. C -0.58
17. O -0.04
18. C -0.15
19. C -0.07
20. C 0.01
21. H 0.14
22. H 0.07
23. H 0.09
24. H 0.04
25. H 0.05
26. H 0.11
27. H 0.08
28. H 0.10
29. O 0.07
30. C -0.55
31. O -0.02
32. C -0.20
33. C -0.07
34. C 0.02
35. H 0.11
36. H 0.12
37. H 0.07
38. H 0.09
39. H 0.03
40. H 0.09
41. H 0.08
42. H 0.10
43. C -0.28
44. S 0.81
45. O -0.56
46. C -0.27
47. H 0.03
48. H 0.05
49. H 0.09
50. H 0.02
51. H 0.06
52. H 0.04
53. C -0.22
54. S 0.82
55. O -0.59
56. C -0.28
57. H 0.00
58. H 0.04
59. H 0.06
60. H 0.07
61. H 0.02
62. H 0.07
63. C -0.25
64. S 0.81
65. O -0.55
66. C -0.23
67. H 0.01
68. H 0.06
69. H 0.06
70. H 0.06
71. H 0.03
72. H 0.06
73. C -0.27
74. S 0.78
75. O -0.55
76. C -0.24
77. H 0.07
78. H 0.02
79. H 0.06
80. H 0.07
81. H 0.04
82. H 0.05
83. C -0.28
84. S 0.85
85. O -0.56
86. C -0.22
87. H 0.09
88. H 0.06
89. H 0.00
90. H 0.03
91. H 0.00
92. H 0.07
93. C -0.26
94. S 0.84
95. O -0.58
96. C -0.27
97. H 0.03
98. H 0.06
99. H 0.04

***

(2)
Entry from the Open Molecules 2025 dataset: C24H61MnO17P3 as an isolated structure at a distorted geometry (ωB97M-V/def2-TZVPD).

The geometry in ORCA input format:
```
! RIJCOSX wB97M-V def2-TZVPD def2/J DEFGRID3
* xyz 0 6
Mn 0.1593 -0.8526 0.1203
O 0.5575 -0.5781 2.0876
H 1.0335 -0.8394 2.8998
O -1.3183 -0.1501 -0.9420
H -2.2632 0.0326 -1.1100
C -1.7609 1.8595 1.3864
O -3.1440 2.2282 1.2839
C -3.6783 2.3938 -0.0290
C -3.3477 3.6506 -0.7117
O -3.6003 4.8441 -0.0211
C -3.0480 5.1696 1.2155
C -3.1085 6.6392 1.6448
O -2.5203 7.5193 0.6533
C -2.2299 8.7226 1.3051
H -1.3318 2.6626 1.9856
H -1.1666 2.0730 0.4979
H -1.5722 0.8863 1.8394
H -4.7663 2.3824 0.0369
H -3.3856 1.5329 -0.6302
H -3.9274 3.7137 -1.6326
H -2.2960 3.6069 -0.9946
H -2.0270 4.7931 1.2778
H -3.6365 4.5179 1.8614
H -2.6110 6.6796 2.6138
H -4.1407 6.8478 1.9259
H -3.0850 9.0870 1.8744
H -1.8368 9.4918 0.6403
H -1.5094 8.6284 2.1176
C 6.0250 -1.7230 -0.2620
C 5.0807 -2.4632 -1.1437
O 3.8209 -1.9605 -0.9896
P 2.5157 -2.9544 -1.0903
O 1.2447 -2.3364 -0.7618
O 2.5485 -3.4525 -2.7162
C 1.4459 -4.1898 -3.2076
C 1.0071 -3.4647 -4.5140
O 2.9162 -4.2962 -0.2264
C 3.2077 -4.2067 1.2840
C 2.0889 -4.4853 2.1789
H 6.2325 -0.7763 -0.7608
H 5.5368 -1.5044 0.6877
H 6.9675 -2.2617 -0.1641
H 5.3445 -2.3476 -2.1950
H 5.1880 -3.5039 -0.8380
H 1.5904 -5.2364 -3.4758
H 0.6044 -3.9631 -2.5530
H 1.0635 -2.4575 -4.1010
H 1.7721 -3.6882 -5.2576
H 0.0471 -3.7995 -4.9069
H 4.0545 -4.8875 1.3707
H 3.6656 -3.2180 1.3168
H 1.1523 -3.9939 1.9155
H 1.8453 -5.5449 2.2551
H 2.2284 -4.3455 3.2508
C -5.2670 -2.4278 0.5993
C -3.7688 -2.3228 0.6132
O -3.2379 -3.6407 0.7579
P -1.7849 -3.7578 1.3986
O -0.9263 -2.7089 0.7913
O -1.9916 -3.9171 3.0144
C -1.8117 -2.7253 3.8542
C -2.9844 -2.8638 4.9603
O -1.4904 -5.3219 1.0527
C -1.2487 -5.6666 -0.3029
C -2.1058 -5.1075 -1.4067
H -5.8428 -1.5793 0.2297
H -5.6456 -3.2279 -0.0368
H -5.6399 -2.6311 1.6032
H -3.2951 -1.9324 -0.2876
H -3.4212 -1.6404 1.3889
H -0.8726 -2.8391 4.3957
H -1.8011 -1.7705 3.3285
H -3.8770 -2.4539 4.4878
H -3.2499 -3.8080 5.4359
H -2.7849 -2.0938 5.7055
H -0.2857 -5.2039 -0.5189
H -1.0244 -6.7060 -0.5423
H -3.1572 -5.2934 -1.1876
H -1.9126 -4.0354 -1.3702
H -1.7965 -5.6325 -2.3105
C 2.6764 3.3960 2.1745
C 1.7203 2.3794 1.5855
O 1.3559 2.7596 0.2170
P 1.9045 1.8630 -0.9470
O 1.6367 0.3889 -0.8213
O 1.4020 2.6018 -2.2973
C 0.2481 2.2599 -3.0594
C 0.4991 2.5010 -4.5077
O 3.4936 2.2240 -0.8978
C 3.9691 3.4284 -1.3193
C 4.3600 3.2017 -2.8854
H 3.4949 3.6266 1.4925
H 2.1485 4.3158 2.4264
H 3.1520 3.0427 3.0894
H 2.1405 1.3832 1.7238
H 0.8328 2.3063 2.2142
H -0.1541 1.2582 -2.9083
H -0.5847 2.8292 -2.6467
H 1.0743 3.4003 -4.7281
H 1.0301 1.6540 -4.9423
H -0.3838 2.6866 -5.1193
H 3.2825 4.2477 -1.1063
H 4.8787 3.6713 -0.7699
H 4.6358 4.0758 -3.4753
H 5.2293 2.5483 -2.9604
H 3.5488 2.7771 -3.4769
*
```

Values from the calculation:
E = -119876.015 eV
HOMO (spin up / spin down) = -7.2 / -8.3 eV
Orbital gap (spin up / spin down) = 0.289 / 0.328 Ha
ΔE to the lowest compared entry with this formula, charge and spin = 303.53 kJ/mol
Expectation value of S² = 8.754

Here are the Löwdin charges for atoms 1 to 99, given in e:
1. Mn 0.74
2. O -0.43
3. H -0.05
4. O -0.42
5. H -0.06
6. C -0.10
7. O -0.18
8. C -0.21
9. C -0.21
10. O -0.11
11. C -0.19
12. C -0.18
13. O -0.15
14. C -0.15
15. H 0.07
16. H 0.07
17. H 0.07
18. H 0.13
19. H 0.10
20. H 0.14
21. H 0.11
22. H 0.12
23. H 0.13
24. H 0.12
25. H 0.12
26. H 0.08
27. H 0.09
28. H 0.08
29. C -0.06
30. C -0.35
31. O -0.16
32. P 0.61
33. O -0.26
34. O -0.19
35. C -0.30
36. C -0.05
37. O -0.21
38. C -0.19
39. C -0.07
40. H 0.08
41. H 0.08
42. H 0.08
43. H 0.13
44. H 0.11
45. H 0.12
46. H 0.09
47. H 0.08
48. H 0.07
49. H 0.08
50. H 0.12
51. H 0.10
52. H 0.06
53. H 0.09
54. H 0.09
55. C -0.06
56. C -0.26
57. O -0.20
58. P 0.51
59. O -0.26
60. O -0.19
61. C -0.20
62. C -0.05
63. O -0.16
64. C -0.29
65. C -0.08
66. H 0.08
67. H 0.08
68. H 0.08
69. H 0.10
70. H 0.11
71. H 0.10
72. H 0.10
73. H 0.06
74. H 0.07
75. H 0.06
76. H 0.09
77. H 0.12
78. H 0.08
79. H 0.07
80. H 0.09
81. C -0.06
82. C -0.24
83. O -0.17
84. P 0.53
85. O -0.26
86. O -0.17
87. C -0.27
88. C -0.07
89. O -0.18
90. C -0.28
91. C -0.04
92. H 0.06
93. H 0.08
94. H 0.08
95. H 0.10
96. H 0.10
97. H 0.11
98. H 0.11
99. H 0.08